[1]
Computed, not measured: a 2-piece molecular cluster, C5H11NO2 overall at a distorted geometry, with ωB97M-V/def2-TZVPD.

Output
DFT total energy: -402.17784 hartree
HOMO-LUMO gap (spin up / spin down): 7.64 / 7.64 eV
highest occupied orbital energy (spin up / spin down): -7.04 / -7.04 eV
net charge: 0
F_max: 0.090 Eh/bohr
multiplicity: 1
SMILES: C=C(N)OC.C=CO

Structure (XYZ):
```
19
Properties=species:S:1:pos:R:3:forces:R:3
C 1.351 0.135 1.308 -0.9 -0.5 -0.3
C 0.035 0.291 0.976 1.7 4.1 -1.2
N -0.847 0.872 1.906 -0.2 -1.4 -0.7
O -0.276 0.891 -0.437 0.2 -1.2 1.9
C 0.708 1.521 -1.231 0.1 0.3 0.0
H 1.642 0.142 2.346 -0.1 -0.2 0.2
H 2.054 -0.270 0.600 0.1 0.2 -0.2
H -0.425 1.376 2.672 -0.4 0.1 -0.4
H -1.748 1.110 1.517 0.3 0.4 0.5
H 0.627 1.082 -2.230 0.1 0.1 0.0
H 1.752 1.438 -0.918 -0.2 -0.3 0.3
H 0.483 2.591 -1.279 0.0 0.0 -0.1
C -0.771 -1.517 0.344 -0.7 -1.3 -2.4
C -0.941 -1.376 -1.034 -0.1 -1.8 2.4
O 0.051 -1.728 -1.875 0.2 0.4 -0.1
H -1.671 -1.662 0.927 0.1 0.4 0.1
H 0.121 -2.022 0.686 -0.2 -0.1 -0.1
H -1.912 -1.226 -1.488 0.0 0.6 0.1
H -0.232 -1.650 -2.793 0.0 0.1 0.1
```
Positions in Å, forces in eV/Å.

How positive or negative is each atom? The Mulliken charges in e answer that: number 1, C, carries -1.113; number 2, C, carries 0.854; number 3, N, carries -0.533; number 4, O, carries -0.337; number 5, C, carries -0.704; number 6, H, carries 0.266; number 7, H, carries 0.349; number 8, H, carries 0.186; number 9, H, carries 0.204; number 10, H, carries 0.186; number 11, H, carries 0.335; number 12, H, carries 0.267; number 13, C, carries -0.982; number 14, C, carries 0.156; number 15, O, carries -0.451; number 16, H, carries 0.317; number 17, H, carries 0.284; number 18, H, carries 0.355; number 19, H, carries 0.359


[2]
Computed, not measured: C3H5P in the gas phase at a distorted geometry, with ωB97M-V/def2-TZVPD.

Output
DFT total energy: -458.57855 hartree
HOMO-LUMO gap: 8.54 eV
highest occupied orbital energy: -8.81 eV
net charge: 0
F_max: 0.045 Eh/bohr
multiplicity: 1
SMILES: [H]/P=C/C=C

Structure (XYZ):
```
9
Properties=species:S:1:pos:R:3:forces:R:3
H 2.764 -1.239 0.137 0.3 0.0 -0.2
P 2.325 0.098 0.003 0.6 0.2 0.1
C 0.730 -0.335 0.030 0.6 -1.3 0.5
C -0.350 0.557 0.027 -1.0 0.8 -0.6
C -1.656 0.343 0.035 -0.2 -2.3 -0.2
H 0.526 -1.385 0.047 -0.4 -0.5 0.2
H -0.093 1.548 -0.163 0.7 1.9 -0.2
H -2.295 1.167 -0.283 -0.3 -0.6 0.6
H -1.952 -0.754 0.166 -0.3 1.9 -0.2
```
Positions in Å, forces in eV/Å.

How positive or negative is each atom? The Mulliken charges in e answer that: number 1, H, carries -0.004; number 2, P, carries -0.128; number 3, C, carries -0.207; number 4, C, carries -0.023; number 5, C, carries -0.666; number 6, H, carries 0.284; number 7, H, carries 0.268; number 8, H, carries 0.256; number 9, H, carries 0.221


[3]
Computed, not measured: C3H6N2S2 in the gas phase at a distorted geometry, with ωB97M-V/def2-TZVPD.

Output
DFT total energy: -1023.62987 hartree
HOMO-LUMO gap: 7.55 eV
highest occupied orbital energy: -8.09 eV
net charge: 0
F_max: 0.062 Eh/bohr
multiplicity: 1

Structure (XYZ):
```
13
Properties=species:S:1:pos:R:3:forces:R:3
C -0.908 1.102 1.338 0.4 -0.5 -1.2
C 0.607 -0.759 -0.014 0.6 3.0 -0.9
C 0.771 -1.830 -0.986 2.8 -0.5 -0.7
N 0.120 1.151 -0.876 0.6 -2.2 0.4
N -0.656 1.649 -0.099 -0.4 -0.5 0.0
S -1.651 2.949 -0.423 -0.5 1.2 -0.1
S -0.601 -0.700 1.119 -2.5 0.2 2.0
H -0.176 1.642 1.911 0.4 -0.1 0.4
H -1.923 1.456 1.634 0.7 -1.0 -0.2
H 1.570 -0.320 0.158 0.3 0.2 0.7
H 1.465 -2.644 -0.618 -0.2 1.1 0.1
H 1.368 -1.262 -1.747 -0.6 -1.0 0.0
H 0.014 -2.433 -1.397 -1.7 0.1 -0.5
```
Positions in Å, forces in eV/Å.

How positive or negative is each atom? The Mulliken charges in e answer that: number 1, C, carries -0.451; number 2, C, carries 0.073; number 3, C, carries -1.036; number 4, N, carries -0.612; number 5, N, carries 0.451; number 6, S, carries -0.335; number 7, S, carries -0.124; number 8, H, carries 0.328; number 9, H, carries 0.364; number 10, H, carries 0.369; number 11, H, carries 0.300; number 12, H, carries 0.280; number 13, H, carries 0.392


[4]
Computed, not measured: a 2-piece molecular cluster, C6H13OS overall at a distorted geometry, with ωB97M-V/def2-TZVPD.

Output
DFT total energy: -709.85121 hartree
HOMO-LUMO gap: 6.73 eV
highest occupied orbital energy: -2.89 eV
net charge: -1
F_max: 0.023 Eh/bohr
multiplicity: 1

Structure (XYZ):
```
21
Properties=species:S:1:pos:R:3:forces:R:3
C 2.719 -1.060 -0.247 -0.4 0.2 -0.9
C 2.302 0.089 -0.814 0.0 0.1 0.2
O 1.219 0.800 -0.460 -0.3 -0.5 -0.1
C 3.010 0.750 -1.957 0.1 0.6 -0.2
H 3.687 -1.436 -0.554 -0.2 -0.3 -0.1
H 1.981 -1.689 0.233 0.4 0.2 0.7
H 0.677 0.315 0.276 0.3 0.1 -0.1
H 3.815 0.146 -2.369 0.2 0.1 0.3
H 2.327 0.936 -2.793 -0.3 -0.2 0.2
H 3.330 1.759 -1.674 0.3 -0.1 0.0
C -3.680 0.399 -0.647 0.4 0.8 0.0
C -2.335 0.662 0.043 0.4 -0.3 1.0
C -1.999 -0.509 0.998 -0.1 -0.4 -1.1
S -0.341 -0.661 1.709 0.0 0.5 0.2
H -3.893 -0.670 -0.701 -0.1 0.0 -0.1
H -3.651 0.826 -1.655 -0.3 -0.2 0.0
H -4.465 0.917 -0.089 -0.2 -0.3 -0.1
H -1.518 0.767 -0.674 -0.1 0.0 0.0
H -2.360 1.573 0.649 0.0 0.2 -0.3
H -2.089 -1.358 0.311 -0.3 -0.3 0.3
H -2.789 -0.594 1.754 0.1 0.0 0.0
```
Positions in Å, forces in eV/Å.

How positive or negative is each atom? The Mulliken charges in e answer that: number 1, C, carries -0.883; number 2, C, carries 0.823; number 3, O, carries -0.430; number 4, C, carries -1.204; number 5, H, carries 0.271; number 6, H, carries 0.280; number 7, H, carries -0.030; number 8, H, carries 0.324; number 9, H, carries 0.297; number 10, H, carries 0.256; number 11, C, carries -1.112; number 12, C, carries -0.124; number 13, C, carries -0.704; number 14, S, carries -0.630; number 15, H, carries 0.340; number 16, H, carries 0.339; number 17, H, carries 0.242; number 18, H, carries 0.212; number 19, H, carries 0.253; number 20, H, carries 0.229; number 21, H, carries 0.253


[5]
Computed, not measured: a 2-piece molecular cluster, C3H11NO overall at a distorted geometry, with ωB97M-V/def2-TZVPD.

Output
DFT total energy: -250.84143 hartree
HOMO-LUMO gap: 9.37 eV
highest occupied orbital energy: -8.56 eV
net charge: 0
F_max: 0.047 Eh/bohr
multiplicity: 1
SMILES: CCNC.O

Structure (XYZ):
```
16
Properties=species:S:1:pos:R:3:forces:R:3
C -2.846 1.670 -1.854 0.0 -0.8 -0.8
C -2.185 0.740 -0.813 -0.3 1.7 -0.5
N -0.722 0.976 -0.823 -0.1 -0.5 -1.5
C 0.000 0.000 0.000 -1.0 0.7 2.1
H -2.594 1.282 -2.855 -0.2 0.4 0.2
H -2.523 2.723 -1.793 0.0 -0.5 0.2
H -3.941 1.630 -1.726 0.4 0.1 -0.2
H -2.435 -0.317 -1.023 0.4 0.6 0.1
H -2.782 1.060 0.063 0.9 -0.6 0.8
H -0.454 1.899 -0.459 -0.7 -0.5 -0.5
H -0.404 -1.026 -0.031 0.1 0.6 -0.4
H -0.333 0.480 0.936 0.9 -1.5 1.1
H 1.102 -0.056 0.005 -0.5 0.5 -0.7
O -6.619 1.519 -0.937 0.9 0.6 0.6
H -6.478 2.486 -0.826 -0.1 -1.0 -0.1
H -5.890 1.101 -0.425 -0.8 0.5 -0.5
```
Positions in Å, forces in eV/Å.

How positive or negative is each atom? The Mulliken charges in e answer that: number 1, C, carries -0.938; number 2, C, carries -0.254; number 3, N, carries -0.403; number 4, C, carries -0.745; number 5, H, carries 0.281; number 6, H, carries 0.287; number 7, H, carries 0.193; number 8, H, carries 0.310; number 9, H, carries 0.220; number 10, H, carries 0.262; number 11, H, carries 0.232; number 12, H, carries 0.326; number 13, H, carries 0.246; number 14, O, carries -0.659; number 15, H, carries 0.325; number 16, H, carries 0.319


[6]
Computed, not measured: C26H60ClInN3O4P2 as an isolated structure at a distorted geometry, with ωB97M-V/def2-TZVPD.

Output
DFT total energy: -2824.98209 hartree
HOMO-LUMO gap: 7.35 eV
highest occupied orbital energy: -5.01 eV
net charge: -1
F_max: 0.074 Eh/bohr
multiplicity: 1

Structure (XYZ):
```
97
Properties=species:S:1:pos:R:3:forces:R:3
C -3.894 8.541 -1.522 0.1 -0.1 0.3
C -4.188 7.110 -1.029 -0.4 0.2 -0.3
C -5.618 6.628 -1.373 0.1 0.4 -0.4
C -5.659 5.626 -2.534 -0.1 -0.2 0.2
C -5.435 4.123 -2.191 0.0 0.4 0.2
C -5.059 3.836 -0.736 -0.4 -0.3 0.1
C -4.711 2.364 -0.384 0.5 0.1 -0.1
C -4.287 1.432 -1.524 -0.1 0.0 -0.1
C -5.443 0.757 -2.261 0.0 -0.1 0.0
C -5.014 -0.133 -3.435 -0.2 0.0 0.3
C -3.871 -1.122 -3.137 -0.1 0.0 -0.5
C -2.608 -0.817 -3.946 0.0 -0.4 0.4
C -1.489 -1.832 -3.684 0.1 0.3 0.2
C -0.650 -1.467 -2.451 0.0 0.3 -0.3
C 0.224 -0.208 -2.684 0.2 -0.6 0.1
In 2.384 -0.650 -2.859 -0.2 0.3 0.0
C 3.469 -0.169 -1.007 -0.3 -0.1 -0.2
C 2.665 0.778 -0.089 0.2 -0.4 -0.1
C 2.007 -0.058 0.986 0.1 0.3 -0.1
Cl 1.185 0.935 2.252 -0.1 0.0 0.0
C 3.226 0.734 -4.437 0.0 0.1 -0.2
C 3.435 2.011 -3.763 0.3 0.0 -0.1
O 4.475 2.455 -3.307 -0.3 -0.1 0.0
O 2.272 2.737 -3.611 0.1 -0.2 0.0
P 2.876 -3.088 -3.505 0.8 0.1 0.4
O 4.231 -3.525 -2.989 -0.1 0.0 0.0
H -3.250 9.059 -0.809 0.1 0.0 -0.1
H -3.385 8.543 -2.485 -0.1 0.0 -0.1
H -4.808 9.133 -1.600 0.0 0.0 -0.1
H -4.032 7.065 0.048 0.1 -0.1 0.0
H -3.489 6.446 -1.541 0.2 -0.1 0.4
H -6.139 6.257 -0.491 0.0 -0.1 0.0
H -6.178 7.506 -1.710 -0.1 0.0 0.1
H -4.909 5.936 -3.267 0.0 0.1 0.0
H -6.623 5.717 -3.041 0.0 0.0 0.0
H -4.672 3.735 -2.864 -0.1 -0.2 0.0
H -6.369 3.599 -2.395 0.1 -0.1 -0.1
H -5.927 4.110 -0.129 0.1 0.1 0.1
H -4.248 4.480 -0.395 0.1 0.0 -0.2
H -5.523 1.897 0.180 -0.1 0.0 -0.1
H -3.864 2.406 0.305 -0.1 0.0 0.1
H -3.645 1.951 -2.242 0.0 0.1 0.0
H -3.653 0.655 -1.093 0.0 0.0 0.0
H -6.013 0.156 -1.542 0.1 0.0 0.0
H -6.149 1.500 -2.639 0.0 0.0 0.0
H -5.895 -0.700 -3.750 0.0 0.1 -0.1
H -4.756 0.506 -4.286 0.2 0.0 0.0
H -4.205 -2.125 -3.419 0.1 -0.1 0.1
H -3.638 -1.150 -2.072 0.0 0.0 0.0
H -2.238 0.174 -3.671 -0.1 0.1 -0.2
H -2.878 -0.823 -5.006 0.0 0.2 0.0
H -0.821 -1.865 -4.550 0.0 -0.1 0.0
H -1.923 -2.827 -3.537 0.0 0.0 -0.2
H -0.021 -2.327 -2.206 -0.2 -0.1 0.2
H -1.331 -1.291 -1.610 0.0 -0.2 0.1
H -0.061 0.302 -3.605 -0.1 0.2 0.2
H 0.122 0.466 -1.832 -0.1 0.2 -0.2
H 4.415 0.289 -1.296 0.1 -0.1 0.0
H 3.669 -1.125 -0.515 0.2 0.1 0.1
H 3.327 1.511 0.377 -0.1 0.1 0.0
H 1.889 1.305 -0.649 0.0 0.2 0.1
H 2.766 -0.622 1.516 -0.1 -0.1 0.0
H 1.249 -0.714 0.565 0.0 -0.1 0.1
H 4.155 0.343 -4.842 0.1 0.0 0.1
H 2.475 0.817 -5.222 -0.1 0.0 0.1
H 2.511 3.468 -3.026 0.1 0.1 0.0
H 1.883 -4.004 -3.048 -0.2 0.0 -0.4
H 2.796 -3.286 -4.916 -0.3 -0.2 0.0
O 1.761 -3.947 5.010 -0.5 -0.3 -2.0
P 3.225 -3.905 4.844 2.0 0.7 3.1
N 3.826 -5.325 5.533 -0.3 0.0 0.0
C 5.069 -5.456 6.265 0.3 -0.1 -0.2
C 3.130 -6.558 5.204 -0.3 -0.1 0.1
N 3.693 -2.517 5.705 -0.4 -0.1 0.3
C 4.904 -2.404 6.488 0.2 0.2 -0.3
C 2.615 -1.700 6.252 -0.1 -0.1 0.1
N 4.359 -3.688 3.615 -1.4 -0.3 -1.4
C 4.118 -2.489 2.785 0.2 0.2 0.2
C 4.512 -4.842 2.702 0.3 -0.2 0.2
H 5.927 -5.040 5.728 0.0 0.0 0.0
H 5.282 -6.513 6.423 0.0 0.0 0.0
H 5.020 -4.987 7.250 0.0 0.0 0.0
H 3.462 -7.002 4.256 0.1 0.0 0.0
H 2.059 -6.373 5.130 0.0 0.1 0.0
H 3.280 -7.298 5.992 0.0 0.0 0.0
H 4.800 -2.840 7.490 0.0 0.0 0.0
H 5.158 -1.348 6.615 0.0 0.0 0.0
H 5.746 -2.871 5.980 0.0 -0.1 0.0
H 2.201 -2.117 7.179 0.0 0.1 0.0
H 1.804 -1.602 5.537 0.0 -0.1 0.0
H 2.993 -0.696 6.461 0.1 0.0 0.0
H 3.185 -2.563 2.220 0.0 -0.1 0.0
H 4.938 -2.378 2.076 0.0 0.0 0.0
H 4.083 -1.601 3.411 -0.1 0.0 0.0
H 3.567 -5.171 2.259 0.0 0.0 0.0
H 4.968 -5.679 3.228 -0.1 0.0 0.0
H 5.182 -4.560 1.891 0.0 0.0 0.0
```
Positions in Å, forces in eV/Å.

How positive or negative is each atom? The Mulliken charges in e answer that: number 1, C, carries -1.205; number 2, C, carries -0.469; number 3, C, carries -0.674; number 4, C, carries -1.096; number 5, C, carries 0.144; number 6, C, carries -0.342; number 7, C, carries -1.308; number 8, C, carries 0.104; number 9, C, carries -0.347; number 10, C, carries -0.958; number 11, C, carries -0.677; number 12, C, carries -0.354; number 13, C, carries -0.979; number 14, C, carries -0.542; number 15, C, carries -1.082; number 16, In, carries 0.558; number 17, C, carries -1.254; number 18, C, carries -0.516; number 19, C, carries 0.252; number 20, Cl, carries -0.290; number 21, C, carries -0.924; number 22, C, carries 0.506; number 23, O, carries -0.659; number 24, O, carries -0.459; number 25, P, carries 0.408; number 26, O, carries -0.697; number 27, H, carries 0.332; number 28, H, carries 0.289; number 29, H, carries 0.325; number 30, H, carries 0.344; number 31, H, carries 0.309; number 32, H, carries 0.345; number 33, H, carries 0.488; number 34, H, carries 0.371; number 35, H, carries 0.407; number 36, H, carries 0.096; number 37, H, carries 0.093; number 38, H, carries 0.173; number 39, H, carries 0.252; number 40, H, carries 0.410; number 41, H, carries 0.341; number 42, H, carries 0.106; number 43, H, carries 0.264; number 44, H, carries 0.272; number 45, H, carries 0.128; number 46, H, carries 0.311; number 47, H, carries 0.415; number 48, H, carries 0.463; number 49, H, carries 0.277; number 50, H, carries 0.135; number 51, H, carries 0.341; number 52, H, carries 0.269; number 53, H, carries 0.432; number 54, H, carries 0.430; number 55, H, carries 0.248; number 56, H, carries 0.494; number 57, H, carries 0.345; number 58, H, carries 0.472; number 59, H, carries 0.349; number 60, H, carries 0.415; number 61, H, carries 0.282; number 62, H, carries -0.313; number 63, H, carries 0.246; number 64, H, carries 0.352; number 65, H, carries 0.338; number 66, H, carries 0.305; number 67, H, carries -0.048; number 68, H, carries -0.033; number 69, O, carries -0.888; number 70, P, carries 0.492; number 71, N, carries 0.141; number 72, C, carries -0.948; number 73, C, carries -1.088; number 74, N, carries 0.295; number 75, C, carries -1.024; number 76, C, carries -1.089; number 77, N, carries 0.171; number 78, C, carries -1.428; number 79, C, carries -1.037; number 80, H, carries 0.331; number 81, H, carries 0.403; number 82, H, carries 0.243; number 83, H, carries 0.314; number 84, H, carries 0.301; number 85, H, carries 0.460; number 86, H, carries 0.285; number 87, H, carries 0.324; number 88, H, carries 0.301; number 89, H, carries 0.310; number 90, H, carries 0.325; number 91, H, carries 0.343; number 92, H, carries 0.441; number 93, H, carries 0.544; number 94, H, carries 0.412; number 95, H, carries 0.363; number 96, H, carries 0.296; number 97, H, carries 0.398